Entry 1:
This record from the OMol25 dataset describes a molecular structure, C5H18B2Be2Cl10 at a distorted geometry. The level of theory is ωB97M-V with the def2-TZVPD basis set.

Results
Energy above the lowest of the compared OMol25 structures with the same formula, charge and spin (kJ/mol): 0.0
Total charge: +2

Cartesian coordinates (Å):
Be 1.7349 0.6758 -0.2190
Be 0.7434 -0.7521 2.4127
B 0.1240 -0.2791 0.5298
H 0.3480 0.5474 1.1863
H -0.1750 0.1231 -0.4257
H 0.9902 -0.8996 0.3596
H -0.6221 -0.9069 0.9918
B 2.4462 0.1278 1.5957
H 3.3531 0.4979 1.1432
H 2.5812 -0.1224 2.6365
H 1.6849 0.8866 1.5008
H 2.0604 -0.7232 1.0561
C -0.7693 1.8952 -2.6723
Cl 0.5959 1.2850 -1.7774
Cl -1.9999 2.6195 -1.5904
H -0.4452 2.5943 -3.4431
H -1.3382 1.0932 -3.1427
C -0.1089 -1.8005 -1.8449
Cl 1.6079 -1.2905 -1.6163
Cl -0.6166 -0.9437 -3.3123
H -0.0543 -2.8744 -2.0239
H -0.7352 -1.6356 -0.9682
C -2.6825 0.2545 0.0643
Cl -3.6721 1.7037 0.4252
Cl -2.5184 -0.1184 -1.7411
H -1.6694 0.4262 0.4280
H -3.2014 -0.5495 0.5863
C -0.3004 3.3965 0.5338
Cl -1.1491 1.9910 1.2132
Cl 1.3521 2.8646 0.2439
H -0.7436 3.7031 -0.4137
H -0.2126 4.2223 1.2398
C 0.6968 -3.7912 1.4133
Cl -0.7783 -2.7756 1.2757
Cl 2.1026 -2.6647 1.3407
H 0.6662 -4.2493 2.4019
H 0.7045 -4.5307 0.6125


Entry 2:
This record from the OMol25 dataset describes C20H23NO5 in the gas phase. The level of theory is ωB97M-V with the def2-TZVPD basis set.

Results
SMILES string: COc1ccc(CCNC(=O)COC(=O)Cc2ccc(OC)cc2)cc1
Energy above the lowest of the compared OMol25 structures with the same formula, charge and spin (kJ/mol): 85.7
Total charge: 0

Cartesian coordinates (Å):
C -6.4635 -1.1382 -0.5873
H -6.2459 -0.7347 -1.5819
O -5.6751 -0.5269 0.4035
C -4.3198 -0.6633 0.3334
C -3.5924 -0.0499 1.3537
C -2.2161 -0.1207 1.3707
C -1.5244 -0.7973 0.3725
C -2.2538 -1.4076 -0.6371
C -3.6371 -1.3489 -0.6648
H -4.1661 -1.8354 -1.4694
H -1.7330 -1.9345 -1.4239
C -0.0262 -0.8555 0.3694
H 0.3445 -0.6616 -0.6403
H 0.3765 -0.0850 1.0305
C 0.5257 -2.2205 0.8072
N 1.9706 -2.1987 0.7393
C 2.6207 -2.5032 -0.3996
O 2.1266 -3.0801 -1.3427
C 4.0878 -2.0352 -0.4028
H 4.5713 -2.2635 0.5522
H 4.6181 -2.5020 -1.2331
O 4.1390 -0.6278 -0.6507
C 3.9707 0.2026 0.3762
O 3.8164 -0.1584 1.5186
C 3.9248 1.6408 -0.0851
C 2.4575 1.9934 -0.1555
C 1.7984 2.4967 0.9616
C 0.4457 2.7557 0.9215
C -0.2923 2.5065 -0.2381
C 0.3653 2.0130 -1.3600
C 1.7258 1.7565 -1.3085
H 2.2208 1.3591 -2.1828
H -0.1707 1.8140 -2.2743
O -1.6215 2.7745 -0.1633
C -2.4406 2.4384 -1.2568
H -3.4564 2.6752 -0.9452
H -2.3761 1.3709 -1.4888
H -2.1872 3.0266 -2.1450
H -0.0732 3.1457 1.7828
H 2.3515 2.6776 1.8710
H 4.4330 2.2682 0.6463
H 4.3971 1.7258 -1.0621
H 2.4485 -1.6255 1.4253
H 0.1739 -3.0048 0.1344
H 0.2197 -2.4530 1.8291
H -1.6677 0.3669 2.1628
H -4.1335 0.4812 2.1204
H -7.4956 -0.9098 -0.3257
H -6.3260 -2.2244 -0.5982


Entry 3:
This record from the OMol25 dataset describes a molecular structure, C4H7NO at a distorted geometry. The level of theory is ωB97M-V with the def2-TZVPD basis set.

Results
Energy above the lowest of the compared OMol25 structures with the same formula, charge and spin (kJ/mol): 360.4
Total charge: 0

Cartesian coordinates (Å):
C -1.9016 1.1339 -0.0699
N -0.3650 -0.5612 0.0527
C 0.7850 -1.4470 0.0672
C 1.7280 -0.2203 0.0335
C 0.3673 0.4871 0.0178
O -0.2363 1.6491 -0.0279
H -2.3539 0.3654 0.5977
H -2.1862 2.1217 0.2100
H -2.1290 0.8346 -1.0998
H 0.7922 -2.0875 -0.8171
H 0.8049 -2.0532 0.9753
H 2.3477 -0.0878 0.9239
H 2.3468 -0.1348 -0.8635


Entry 4:
This record from the OMol25 dataset describes 2 unconnected molecules or ions with the total composition C21H22N3O6S at a distorted geometry. The level of theory is ωB97M-V with the def2-TZVPD basis set.

Results
Total charge: -1

Cartesian coordinates (Å):
C -0.0072 -5.1543 3.7296
O -0.5511 -3.9648 4.3532
C -0.7333 -2.8596 3.5666
C -1.3560 -1.7105 4.1344
C -1.6040 -0.5932 3.3613
C -1.2052 -0.5438 1.9958
C -1.4458 0.5807 1.0677
C -2.5134 0.5681 0.1796
C -2.9601 1.8702 -0.3562
O -2.6210 2.9674 0.0966
N -3.8436 1.8276 -1.4598
C -4.2345 3.0987 -2.0391
C -4.2636 0.6601 -2.0758
O -4.9212 0.6391 -3.1233
N -3.9251 -0.5508 -1.4382
C -4.4784 -1.7323 -2.0745
C -3.2545 -0.6502 -0.2037
O -3.3180 -1.7120 0.4261
C -0.5288 -1.6447 1.4892
C -0.2686 -2.7818 2.2352
H -0.0341 -5.8841 4.5343
H -0.6389 -5.4900 2.8914
H 1.0160 -4.9944 3.3847
H -1.5731 -1.7675 5.2008
H -2.0772 0.2718 3.8087
H -1.1955 1.5873 1.4367
H -4.8360 2.8757 -2.9143
H -4.8127 3.6885 -1.3182
H -3.3518 3.6817 -2.3299
H -4.1175 -2.6005 -1.5317
H -5.5796 -1.6862 -2.0398
H -4.1819 -1.7633 -3.1234
H -0.1261 -1.5838 0.4618
H 0.3225 -3.6014 1.7644
C 7.0992 1.3045 -2.5723
C 5.7332 1.3625 -1.9610
C 5.5380 1.0346 -0.6159
C 4.2841 1.1672 -0.0071
C 3.1496 1.6109 -0.7202
S 1.5613 2.0246 0.1139
N 0.3513 0.9422 0.1156
O 2.0741 2.1919 1.4723
O 1.1827 3.1854 -0.6771
C 3.3509 1.8948 -2.0852
C 4.6049 1.7507 -2.6982
H 7.0531 1.6039 -3.6199
H 7.7883 1.9832 -2.0563
H 7.5333 0.3092 -2.4971
H 6.3785 0.6709 -0.0193
H 4.1926 0.9158 1.0452
H 0.1387 0.8032 -0.8638
H 2.5009 2.2352 -2.6742
H 4.7046 1.9619 -3.7698


| no. | gap between HOMO and LUMO (eV) | electronic energy (eV) | LUMO (eV) |
| --- | --- | --- | --- |
| 1 | 6.1 | -132822.0450 | -9.572 |
| 2 | 9.1 | -32841.3542 | 0.744 |
| 3 | 10.3 | -7795.9090 | 1.026 |
| 4 | 7.9 | -49725.5875 | 2.704 |